DFT (ωB97M-V/def2-TZVPD) results for a cluster of 3 separate species, C5H10N2O in total.

Summary:
- Electronic energy: -10365.1967 eV
- ΔE to the lowest compared entry with this formula, charge and spin: 10.108 eV

```
! wB97M-V def2-TZVPD RIJCOSX def2/J DEFGRID3
* xyz 0 1
C -1.5291 1.7829 -1.0485
C -0.2814 0.0161 -0.1347
C 1.1254 -0.6592 -0.1722
C 1.0457 -2.1869 0.0019
C 2.0362 0.2672 -0.6366
H -1.4433 3.0330 -1.8444
H -1.5206 2.0234 0.2519
H -2.5648 1.1241 -1.2791
H -1.6061 -0.3284 2.8466
H 0.2384 1.0504 2.5361
H 1.9460 -2.8620 -0.2452
H 0.4176 -2.5092 -0.7472
H 0.3349 -2.4950 0.7716
H 1.8325 1.4379 -0.6570
H 3.1270 -0.0177 -0.6694
N -1.0701 0.0820 0.8940
N -0.5066 -0.1997 2.2582
O -0.5132 0.6310 -1.3861
*
```